Formula: C30H42I2N2Ru
Source: OMol25
Level of theory: the ωB97M-V functional and the def2-TZVPD basis

LUMO energy (spin up / spin down) ... -4.5 / -4.4 eV
Net charge ... +1
Energy relative to the best compared isomer or geometry (same formula, charge and spin) ... 271.19 kJ/mol
F_max ... 3.323 eV Å⁻¹
Orbital gap (spin up / spin down) ... 6.2 / 6.3 eV
Spin multiplicity ... 2

Last column: Mulliken charge in e.
Cartesian coordinates (Å):
1 I 1.898 -4.288 -0.080  0.117
2 I 2.664 -0.956 -1.178  0.160
3 Ru 0.458 0.076 0.434  0.919
4 N -0.860 -1.489 -0.217  0.955
5 N 0.338 -1.283 2.253  0.860
6 C -2.103 -3.135 -1.093  -0.914
7 C -1.225 1.477 3.465  -1.674
8 C 3.403 -2.924 -0.679  -0.806
9 C -3.441 -0.183 1.445  -1.659
10 C 2.570 -1.572 3.361  0.563
11 C -0.660 2.196 -3.779  -1.966
12 C -4.246 0.895 -0.610  -2.078
13 C -0.434 -2.288 2.005  -0.517
14 C 1.091 -1.266 3.511  -1.404
15 C 0.202 2.301 0.002  -0.468
16 C 3.097 -2.748 3.881  -0.471
17 C 4.777 -0.951 2.601  -1.023
18 C -1.095 3.850 2.653  -1.676
19 C 3.419 -0.688 2.703  -0.064
20 C -1.944 1.466 0.236  1.244
21 C -0.304 2.029 -1.305  -0.766
22 C -1.065 -2.433 0.758  -0.190
23 C 0.933 2.425 2.734  -2.132
24 C 5.295 -2.124 3.134  -0.447
25 C 0.582 3.979 -2.539  -1.687
26 C 0.299 2.468 -2.614  1.952
27 C 4.451 -3.027 3.763  -0.668
28 C -3.370 1.125 0.633  2.054
29 C 1.617 1.733 -2.890  -1.822
30 C -1.476 -1.903 -1.326  -0.938
31 C -0.795 1.977 0.980  -1.063
32 C -0.583 2.416 2.434  2.434
33 C -1.572 1.461 -1.127  -0.250
34 C -4.007 2.286 1.415  -1.651
35 C -1.844 -3.471 0.231  -0.892
36 H -0.212 2.556 -4.705  0.449
37 H -2.156 -4.358 0.760  0.547
38 H -5.266 0.692 -0.286  0.456
39 H 2.442 -3.445 4.390  0.383
40 H -4.467 -0.336 1.783  0.586
41 H -2.789 -0.181 2.314  0.026
42 H 4.846 -3.951 4.163  0.410
43 H -3.909 0.031 -1.185  0.342
44 H 0.650 -1.990 4.199  0.657
45 H -0.766 4.191 3.636  0.459
46 H -2.307 1.551 3.473  0.216
47 H 1.427 0.681 -3.112  0.309
48 H -4.271 1.772 -1.260  0.387
49 H 1.060 2.931 0.185  0.472
50 H -3.821 3.237 0.914  0.332
51 H 2.295 1.801 -2.035  0.363
52 H 1.416 4.192 -1.870  0.372
53 H -0.943 0.444 3.267  0.004
54 H -0.691 4.531 1.903  0.333
55 H -0.296 4.525 -2.191  0.358
56 H -5.086 2.141 1.468  0.505
57 H -2.199 1.127 -1.934  1.075
58 H 1.006 -0.270 3.954  0.177
59 H 6.353 -2.341 3.055  0.411
60 H 3.026 0.232 2.286  0.638
61 H -2.180 3.901 2.625  0.281
62 H -3.161 -1.030 0.817  0.281
63 H -0.852 1.128 -3.890  0.376
64 H -1.445 -1.329 -2.240  0.515
65 H -1.609 2.715 -3.638  0.392
66 H 1.102 2.454 3.809  0.476
67 H -2.670 -3.701 -1.812  0.507
68 H -3.641 2.353 2.435  0.243
69 H 0.841 4.349 -3.531  0.447
70 H 3.860 -3.302 -1.586  0.519
71 H -0.878 1.750 4.462  0.611
72 H 4.120 -2.810 0.122  0.285
73 H 1.433 3.291 2.301  0.435
74 H 5.432 -0.244 2.107  0.403
75 H 1.406 1.516 2.344  0.185
76 H 2.112 2.183 -3.750  0.367
77 H -0.593 -3.060 2.758  0.378

Formula: C30H42N4O3ReSSbSe4
Source: OMol25
Level of theory: the ωB97M-V functional and the def2-TZVPD basis

LUMO energy (spin up / spin down) ... -3.6 / -4.5 eV
Net charge ... +1
Energy relative to the best compared isomer or geometry (same formula, charge and spin) ... 10.98 kJ/mol
F_max ... 1.060 eV Å⁻¹
Orbital gap (spin up / spin down) ... 5.7 / 4.8 eV
Spin multiplicity ... 4

Last column: Mulliken charge in e.
Cartesian coordinates (Å):
1 Re -0.452 -0.983 -0.054  1.388
2 Sb -4.855 1.750 0.048  0.618
3 Se -2.399 0.159 0.119  -0.413
4 Se -5.293 0.871 -2.100  -0.465
5 Se -5.208 0.457 1.990  -0.499
6 Se -4.307 4.072 0.293  -0.538
7 S -0.182 2.991 -0.771  0.094
8 O -1.651 -2.475 -1.269  -0.227
9 O -1.123 -1.850 2.061  -0.118
10 O 0.386 -3.110 0.335  -0.402
11 N 1.002 0.213 0.744  0.990
12 N -1.188 4.951 0.628  0.506
13 N 0.457 -0.145 -1.679  1.164
14 N 1.149 4.879 0.588  -0.337
15 C -0.373 1.932 2.686  -1.431
16 C -1.540 -3.851 -0.909  -0.804
17 C 0.666 -2.221 -4.730  -1.302
18 C 0.176 -0.644 -3.009  -1.434
19 C 0.966 -1.697 -3.478  1.812
20 C -0.374 -1.701 -5.485  -1.031
21 C 2.626 -0.909 3.869  -0.884
22 C 3.221 -1.461 1.503  -1.622
23 C -0.855 -0.078 -3.754  1.394
24 C 0.919 0.680 4.426  -0.767
25 C -1.621 1.126 -3.299  -0.750
26 C -0.849 -3.208 2.389  -0.859
27 C 1.739 0.925 -0.065  1.794
28 C 1.896 -0.214 4.822  -1.004
29 C 2.860 1.807 0.351  -1.903
30 C -0.028 6.594 1.805  -0.822
31 C -0.078 -4.078 -0.621  -0.260
32 C 0.621 0.880 3.079  1.257
33 C 1.336 0.129 2.148  -0.988
34 C 1.431 0.699 -1.484  0.928
35 C -2.902 -2.184 -1.950  -0.800
36 C 0.453 -3.532 1.706  -0.199
37 C -0.035 4.360 0.197  -0.425
38 C -1.212 6.029 1.419  0.098
39 C 2.366 -0.742 2.514  0.668
40 C 2.142 -2.248 -2.714  -2.018
41 C 1.134 5.951 1.349  -0.045
42 C -1.117 -0.639 -5.003  -1.096
43 C 2.236 1.335 -2.560  -1.997
44 C -1.956 -1.215 3.057  -0.902
45 H -2.582 1.192 -3.805  0.550
46 H 2.916 1.890 1.433  0.376
47 H 3.074 -1.804 -3.073  0.384
48 H -0.901 1.704 1.760  -0.147
49 H 2.704 2.802 -0.067  0.499
50 H -1.103 2.090 3.479  0.603
51 H 1.792 1.168 -3.538  0.445
52 H 3.250 0.926 -2.559  0.377
53 H -1.056 2.036 -3.515  0.324
54 H 1.251 -2.946 2.157  -0.147
55 H -1.915 -0.218 -5.600  0.521
56 H -0.593 -2.114 -6.460  0.451
57 H 3.413 -1.586 4.176  0.527
58 H -1.836 -4.483 -1.750  0.682
59 H 0.126 -5.088 -0.267  0.569
60 H -1.683 -3.840 2.072  0.264
61 H 0.714 -4.589 1.761  0.611
62 H 4.096 -0.861 1.245  0.412
63 H -2.980 -2.866 -2.796  0.337
64 H 2.232 -3.324 -2.867  0.592
65 H 2.107 -0.355 5.873  0.447
66 H -1.812 1.135 -2.226  -0.286
67 H -2.871 -1.157 -2.295  0.057
68 H 0.007 7.465 2.436  0.423
69 H -3.736 -2.306 -1.259  0.360
70 H 0.377 1.254 5.167  0.507
71 H 0.497 -3.898 -1.528  -0.063
72 H -0.721 -3.324 3.469  0.608
73 H -1.421 -1.229 4.007  0.376
74 H 3.808 1.416 -0.027  0.351
75 H -2.202 -4.065 -0.064  0.221
76 H 1.258 -3.041 -5.115  0.519
77 H -2.148 -0.196 2.743  -0.006
78 H 3.591 -2.401 1.912  0.538
79 H 0.152 2.877 2.521  0.389
80 H 2.690 -1.681 0.575  0.289
81 H 2.087 -2.058 -1.641  0.328
82 H 2.300 2.406 -2.372  0.421
83 H 2.107 6.338 1.634  0.443
84 H -2.191 6.381 1.713  0.380
85 H -2.908 -1.742 3.125  0.337
86 H -2.076 4.488 0.374  -0.240

Formula: C30H43As3N6Pt
Source: OMol25
Level of theory: the ωB97M-V functional and the def2-TZVPD basis

LUMO energy (spin up / spin down) ... -9.0 / -9.0 eV
Net charge ... +2
Energy relative to the best compared isomer or geometry (same formula, charge and spin) ... 432.85 kJ/mol
F_max ... 2.087 eV Å⁻¹
Orbital gap (spin up / spin down) ... 3.0 / 3.0 eV

Last column: Mulliken charge in e.
Cartesian coordinates (Å):
1 Pt 0.695 0.638 0.105  2.036
2 As 1.417 -1.727 -1.191  0.640
3 As -0.088 1.115 -2.200  0.972
4 As -3.159 -4.177 -3.045  0.332
5 N 0.609 3.029 0.806  -0.043
6 N -2.649 2.333 0.200  -0.449
7 N 0.055 6.660 2.830  -0.444
8 N -4.286 1.202 -1.215  -0.612
9 N 2.899 0.709 1.106  -0.427
10 N -1.200 3.497 -1.237  0.032
11 C 3.132 -0.416 1.921  0.631
12 C -1.702 0.777 3.623  -0.411
13 C -0.783 0.712 4.660  -1.120
14 C 3.656 -2.582 3.576  -0.821
15 C 1.600 3.828 1.128  -0.738
16 C -1.337 -1.635 -2.464  3.123
17 C 0.499 0.266 4.413  -0.572
18 C -2.112 -1.226 -1.217  -1.326
19 C -4.785 -3.650 -2.083  -1.075
20 C -1.626 3.065 -0.027  0.004
21 C -0.906 4.766 1.739  -0.596
22 C 1.930 -3.282 -0.104  -1.409
23 C 0.033 0.157 2.054  0.831
24 C -2.198 -5.207 -1.654  -1.050
25 C 0.186 5.502 2.164  0.539
26 C 1.321 1.751 -3.392  -1.312
27 C -1.288 0.494 2.327  -0.743
28 C 2.217 -0.744 2.936  0.366
29 C -0.731 3.408 1.172  1.402
30 C -2.272 -2.394 -3.428  -2.231
31 C 1.477 5.015 1.825  -1.048
32 C 4.277 -1.187 1.732  -0.741
33 C 2.723 -1.930 -2.655  -1.315
34 C 0.925 -0.058 3.118  -0.289
35 C -0.161 -2.537 -2.076  -1.935
36 C -3.512 1.801 -0.605  0.605
37 C 4.540 -2.265 2.553  -0.746
38 C -0.863 -0.388 -3.245  -2.255
39 C -1.362 2.665 -2.403  -1.462
40 C 2.518 -1.821 3.770  -0.921
41 H -2.558 -2.101 -0.744  0.270
42 H -5.294 -2.864 -2.636  0.341
43 H -5.460 -4.500 -2.007  0.390
44 H 2.229 1.152 -3.302  0.332
45 H 0.870 7.136 3.175  0.208
46 H 3.678 -1.483 -2.376  0.420
47 H 0.974 1.732 -4.426  0.449
48 H 1.562 2.781 -3.125  0.415
49 H 3.851 -3.432 4.209  0.447
50 H -2.735 -6.145 -1.529  0.413
51 H -3.135 -1.763 -3.655  0.536
52 H -4.552 -3.296 -1.081  0.285
53 H -0.138 -0.686 -4.012  0.477
54 H 4.977 -0.919 0.956  0.387
55 H -0.526 -3.269 -1.356  0.386
56 H -2.911 -0.527 -1.470  0.201
57 H -1.077 2.694 1.955  -0.714
58 H -2.186 -4.692 -0.695  0.304
59 H 1.350 -3.292 0.820  0.346
60 H 2.872 -2.993 -2.849  0.423
61 H -2.391 2.304 -2.467  0.426
62 H 1.751 -4.203 -0.661  0.545
63 H 0.199 -3.076 -2.961  0.634
64 H -1.132 3.240 -3.303  0.494
65 H -2.728 1.052 3.810  0.511
66 H -1.081 0.968 5.665  0.430
67 H -1.435 -0.753 -0.485  -0.004
68 H -1.718 0.063 -3.763  0.747
69 H -1.916 5.091 1.927  0.480
70 H 2.362 -1.453 -3.567  0.400
71 H 1.820 -2.086 4.550  0.548
72 H -0.848 6.961 3.150  0.225
73 H -2.023 0.543 1.531  0.434
74 H 1.204 0.166 5.222  0.626
75 H -1.745 -2.559 -4.372  0.551
76 H 2.587 3.513 0.805  0.687
77 H -0.370 4.081 -1.226  0.348
78 H -1.186 -5.448 -1.971  0.278
79 H 5.436 -2.847 2.411  0.439
80 H 2.988 -3.225 0.151  0.470
81 H 2.356 5.575 2.096  0.409
82 H 2.737 1.554 1.649  0.349
83 H 3.656 0.845 0.439  0.234